16
Properties=species:S:1:pos:R:3:forces:R:3 method="wB97M-V/def2-TZVPD" energy_ha=-325.523465 de_lowest_kj_mol=81.9 max_force_ev_per_a=1.31 charge=-1 homo_lumo_gap_ev=6.7
C -0.842307 1.130641 0.113232 1.2 -0.3 -0.3
N -0.280774 -0.107447 -0.458231 -0.3 -0.1 0.3
C 0.851786 -0.655559 0.305141 -0.3 -0.1 -0.3
C 1.998329 0.363579 0.465281 0.0 -0.2 0.1
O 2.275912 0.978873 -0.690131 0.0 0.1 -0.2
H -1.499177 1.519458 -0.651106 -0.7 0.2 0.2
H -0.067093 1.888339 0.276772 0.0 0.0 0.0
H -1.295273 0.922743 1.080824 -0.5 0.0 -0.1
H 0.160610 0.158503 -1.333405 0.1 0.2 -0.1
H 1.207625 -1.487416 -0.303072 0.2 -0.1 -0.1
H 0.487361 -1.116082 1.227272 0.0 0.2 0.4
H 2.835401 -0.247728 0.895481 0.1 0.1 0.1
H 1.706473 1.056446 1.300800 0.0 0.0 0.1
H -2.959973 -1.369632 -1.367348 -0.1 -0.1 0.1
H -1.845320 -1.313850 -0.363329 0.1 0.1 -0.1
O -2.733586 -1.720864 -0.498178 0.1 0.1 -0.2

***

16
Properties=species:S:1:pos:R:3:forces:R:3 method="wB97M-V/def2-TZVPD" energy_ha=-325.545347 de_lowest_kj_mol=24.5 max_force_ev_per_a=1.32 charge=-1 homo_lumo_gap_ev=7.7
C -0.401448 1.055909 -0.328292 -0.8 0.0 0.0
O -1.204761 0.136155 -0.989098 0.6 0.4 -0.5
C 0.919899 0.449309 0.076360 1.3 0.2 -0.2
C 0.852936 -0.633893 1.150871 0.7 0.2 -0.3
N 1.644747 -0.128185 -1.091576 -0.6 -0.6 0.8
H -0.902703 1.470215 0.562798 0.0 -0.1 0.1
H -0.234696 1.925365 -0.986021 0.3 0.0 0.0
H 1.592069 1.243987 0.431979 -0.2 0.1 0.2
H 0.496260 -1.569522 0.727396 -0.3 0.0 0.1
H 1.891489 -0.794793 1.455372 -0.1 -0.2 0.1
H 0.278026 -0.349129 2.025834 -0.3 0.0 0.0
H 0.895073 -0.635878 -1.563497 0.3 0.1 -0.4
H 1.985195 0.608872 -1.684114 -0.2 0.2 -0.3
H -1.960388 -0.233803 -0.332154 -0.5 -0.6 0.5
H -2.980181 -1.686859 0.028699 0.0 0.2 0.2
O -2.871516 -0.857749 0.515443 0.0 -0.1 -0.2

***

16
Properties=species:S:1:pos:R:3:forces:R:3 method="wB97M-V/def2-TZVPD" energy_ha=-325.230638 de_lowest_kj_mol=228.1 max_force_ev_per_a=4.48 charge=+1 homo_lumo_gap_ev=12.2
C 2.018035 0.139708 0.286431 0.7 1.3 2.5
C 0.743782 -0.236374 -0.399832 2.0 -3.2 -2.4
C -2.123399 -0.058294 -0.311376 1.2 0.3 -0.1
N -0.395086 0.490525 0.090351 -1.4 -0.5 2.4
O -2.894136 0.947205 0.029120 0.8 0.8 -3.7
O -2.275332 -1.209159 0.332675 0.6 -0.4 -0.9
H 2.148221 1.337221 0.479040 0.0 -3.0 -0.8
H 2.023676 -0.372973 1.276850 -0.1 0.8 -0.2
H 2.846231 -0.404175 -0.187292 0.0 0.9 -0.3
H 0.649451 -1.408764 -0.269961 -0.3 2.4 -0.4
H 1.025718 -0.019159 -1.508722 -1.6 -0.4 1.6
H -2.012750 -0.086899 -1.421405 -0.1 -0.6 1.1
H -0.347272 0.525750 1.197210 0.0 0.2 -2.8
H -0.240212 1.404181 -0.289871 -0.5 1.1 0.2
H -3.143102 1.051125 0.896258 -0.9 0.0 3.5
H -2.367860 -1.131514 1.286246 -0.2 0.1 0.3

***

16
Properties=species:S:1:pos:R:3:forces:R:3 method="wB97M-V/def2-TZVPD" energy_ha=-324.681481 de_lowest_kj_mol=259.0 s_squared=0.76 max_force_ev_per_a=6.40 charge=+2 multiplicity=2 homo_lumo_gap_ev="9.1 / 5.6"
O -0.322720 -1.756953 0.770601 -1.6 1.2 -2.0
C -1.131913 -1.156452 0.067454 0.8 -1.2 2.8
C -0.996968 0.363980 -0.196740 -0.7 0.6 2.6
C -1.765418 0.854482 -1.435767 3.6 -1.3 -0.8
N 0.536066 0.671329 -0.088577 -4.0 3.6 1.8
H -2.100602 -1.663414 -0.137555 0.1 -0.1 -0.3
H -1.489911 0.841953 0.782082 0.8 -1.2 -1.8
H -2.771958 1.092642 -1.316116 -1.4 1.5 0.8
H -0.981179 1.496662 -1.844103 -1.1 1.4 -0.2
H -1.819574 0.185667 -2.287682 0.3 -1.0 0.1
H 1.055487 -0.069419 0.270393 1.7 -1.6 0.5
H 0.735365 0.888486 -1.023549 1.7 0.6 -1.6
H 0.800197 1.527196 0.613764 -0.8 -2.2 -2.2
H 3.135066 -0.340190 1.195571 -0.6 0.6 -0.1
H 3.522124 0.941486 0.757500 5.1 3.7 -0.9
O 2.763760 0.510399 0.854407 -3.8 -4.4 1.3

***

17
Properties=species:S:1:pos:R:3:forces:R:3 method="wB97M-V/def2-TZVPD" energy_ha=-400.461476 de_lowest_kj_mol=323.4 max_force_ev_per_a=5.71 charge=+1 homo_lumo_gap_ev=12.2
C 1.318923 0.897741 0.647392 -2.2 -1.4 4.0
C 1.045540 -0.872855 -0.998377 2.4 -3.6 -1.1
C -1.054755 -0.059868 0.028358 -0.5 2.8 4.9
N 0.470211 0.264411 -0.396894 -1.6 1.2 1.6
O -1.502172 -1.209820 -0.364816 -0.8 -2.7 -0.1
O -1.740039 1.040633 -0.422562 1.0 -0.4 0.0
O -0.965937 -0.005784 1.667979 -0.7 -0.7 -3.3
H 2.253731 0.406964 0.642968 1.0 -0.2 0.1
H 1.347887 1.936726 0.490760 0.3 1.2 -0.3
H 0.734025 0.711769 1.676236 1.8 0.5 -2.3
H 0.776787 -0.882233 -2.026016 -0.4 -0.2 -0.9
H 2.166025 -0.862766 -1.000331 -1.0 0.4 0.2
H 0.769159 -1.913766 -0.586665 0.1 2.1 -0.2
H 0.441084 1.087828 -0.993695 -0.8 -0.7 -1.1
H -1.742851 -2.000626 0.250160 1.0 2.5 -0.9
H -2.660959 0.894571 -0.681310 0.1 -0.5 0.1
H -1.656658 0.567074 2.066816 0.3 -0.3 -0.9

***

17
Properties=species:S:1:pos:R:3:forces:R:3 method="wB97M-V/def2-TZVPD" energy_ha=-400.157541 de_lowest_kj_mol=1121.4 max_force_ev_per_a=5.68 charge=+1 homo_lumo_gap_ev=3.6
C 0.813251 0.981895 1.496929 -2.4 0.2 1.7
C 1.598399 0.396481 0.354316 -0.6 -1.6 -0.5
C 0.943357 0.376342 -0.906043 0.5 4.3 -3.7
O -0.201350 0.748358 -1.255814 0.6 -0.7 2.3
O -0.910089 -2.132049 1.410081 0.0 0.8 0.3
N -0.549200 0.426132 1.397273 1.7 0.0 -1.8
H 1.215108 0.731276 2.489731 0.1 -0.2 -0.4
H 0.670037 2.079298 1.455853 0.6 -0.4 -0.5
H 1.013444 -0.654831 -0.137565 0.9 -1.0 1.9
H 2.628666 0.055632 0.502252 -0.3 0.3 -0.4
H 1.628558 0.406145 -1.777513 0.3 -1.2 0.3
H -1.401270 0.105467 -2.372097 -1.1 0.7 0.4
H -0.948895 0.775757 0.492659 -0.8 0.2 0.6
H -0.634867 -0.605640 1.496364 -0.5 -0.8 0.6
H -0.809217 -3.046983 1.093469 0.1 0.1 -0.3
H -3.002268 -0.279809 -2.855762 0.1 0.9 0.8
O -2.053665 -0.363471 -2.884134 0.7 -1.7 -1.4

***

17
Properties=species:S:1:pos:R:3:forces:R:3 method="wB97M-V/def2-TZVPD" energy_ha=-400.498011 de_lowest_kj_mol=227.5 max_force_ev_per_a=3.07 charge=+1 homo_lumo_gap_ev=10.9
O -1.914396 -0.691347 1.279875 0.2 0.7 0.1
C -1.934765 -0.418357 0.110636 -0.2 -1.0 -0.1
C -0.696443 0.053578 -0.662143 -1.4 1.0 2.6
C 0.174389 -1.206424 -0.677168 0.4 0.4 -2.8
O 0.843249 -1.311113 0.525726 -0.1 -0.9 0.7
N -0.131196 1.125589 0.274508 0.8 0.7 -0.8
H -2.798308 -0.672063 -0.494233 -0.5 0.0 -0.4
H -1.050630 0.533744 -1.556611 0.5 -0.1 -0.7
H 0.922419 -1.180551 -1.499359 0.0 0.6 0.7
H -0.482610 -1.958394 -1.185256 0.2 -0.4 1.6
H 0.407555 -1.810606 1.246110 -0.1 0.3 -0.8
H -0.280652 2.083386 -0.044960 -0.7 0.0 -0.3
H -0.510324 1.099601 1.248172 0.8 -0.7 -0.7
H 0.895753 1.116967 0.158615 0.3 -0.4 0.9
H 3.278052 2.002032 0.036271 0.1 0.0 -0.2
H 2.990037 1.719235 -1.467148 0.2 0.0 0.1
O 2.579831 1.820390 -0.603188 -0.5 -0.1 0.3

***

18
Properties=species:S:1:pos:R:3:forces:R:3 method="wB97M-V/def2-TZVPD" energy_ha=-798.929725 de_lowest_kj_mol=342.2 max_force_ev_per_a=7.54 charge=-1 homo_lumo_gap_ev=6.9
O 0.513559 0.798022 0.181301 -1.6 0.1 1.3
C 0.312469 0.138577 -0.840955 3.9 2.8 -1.5
C -0.779525 -0.819533 -1.037889 -2.1 -0.2 -1.0
C -0.000495 -2.124644 -0.708075 -2.1 -2.2 0.3
S 1.705863 -1.641691 -0.497550 0.9 -0.7 -0.1
N -1.974812 -0.248165 -0.336898 3.8 -4.1 2.6
H 0.906358 0.563449 -1.726607 -1.1 -0.8 0.3
H -1.136740 -0.966589 -2.094167 0.7 0.7 0.7
H -0.471842 -2.611364 0.213967 0.7 0.3 -1.1
H -0.046437 -2.887452 -1.587466 -0.4 1.2 1.5
H -2.640692 0.178372 -0.847709 -2.4 1.6 -1.4
H -1.869292 -0.239316 0.684591 -0.6 0.6 -1.1
H 0.478433 -0.060237 2.783496 -1.6 2.1 1.2
H -0.159815 1.290830 2.683030 -0.5 4.4 -4.5
O -0.086914 0.654086 3.277995 2.1 -6.6 3.0
H 1.265656 3.251590 0.166929 0.8 -0.9 -0.5
H 1.973057 1.924520 -0.030190 -0.8 -3.2 1.0
O 2.011170 2.799550 -0.283806 0.3 4.7 -0.7